# 1
22
Properties=species:S:1:pos:R:3 method="wB97M-V/def2-TZVPD" homo_lumo_gap_ev=7.75 total_charge=-1 energy_ev=-14513.239 de_lowest_kj_mol=166.1
C 3.097 -0.639 0.774
C 2.370 -2.009 0.275
O 2.814 -2.514 -0.758
O 1.331 -2.320 0.791
H 2.786 -0.551 1.748
H 2.673 0.201 0.107
H 4.210 -0.659 0.733
C -2.070 2.500 -0.884
C -1.843 3.657 0.067
C -1.544 1.248 -0.418
C -0.629 0.884 0.565
C -1.531 -0.934 -0.358
N -2.127 0.059 -0.925
N -0.574 -0.561 0.614
H -3.062 2.356 -1.355
H -1.466 2.656 -1.810
H -0.679 3.689 0.043
H 0.115 1.380 1.003
H -1.629 -2.071 -0.406
H 0.342 -0.986 0.905
H -2.274 3.343 1.061
H -2.375 4.585 -0.244


# 2
23
Properties=species:S:1:pos:R:3 method="wB97M-V/def2-TZVPD" homo_lumo_gap_ev=7.75 total_charge=+1 smiles="Cn1c2c(sc1=O)[C@H](O)C[NH2+]C2" energy_ev=-25338.926 de_lowest_kj_mol=115.2
C 0.062 -0.140 0.653
C 0.585 -1.113 -0.512
C 2.177 -0.620 1.415
C -1.259 0.594 0.454
C -1.405 -0.508 -1.774
C 0.095 -0.911 -1.986
C 0.655 0.674 2.808
N 0.924 -0.055 1.644
N -1.430 0.725 -1.012
O 3.051 -0.538 2.237
O 0.796 0.235 -2.427
S 2.125 -1.575 -0.085
H -2.021 -0.013 0.969
H -0.987 1.632 0.985
H -1.818 -0.369 -2.788
H -1.827 -1.436 -1.211
H 0.213 -1.831 -2.617
H 0.713 1.721 2.456
H -0.371 0.523 3.023
H 1.399 0.419 3.586
H -2.259 1.219 -1.175
H -0.689 1.310 -1.372
H 1.272 0.057 -3.270


# 3
25
Properties=species:S:1:pos:R:3 method="wB97M-V/def2-TZVPD" homo_lumo_gap_ev=8.37 total_charge=-1 smiles="COCN=[S@@](=O)([O-])c1onc(C)c1C" energy_ev=-29440.017 de_lowest_kj_mol=183.1
C -1.146 -1.520 0.490
C -2.392 -1.747 -0.133
C -0.711 -0.287 -0.038
C -0.552 -2.316 1.553
C -3.402 -2.809 0.025
C 3.275 3.084 -1.066
C 1.284 2.790 0.143
N -2.593 -0.774 -1.051
N 1.654 1.588 0.730
O 1.046 0.393 -1.559
O 1.676 -0.902 0.381
O -1.610 0.088 -1.010
O 2.533 3.549 0.038
S 1.100 0.321 -0.126
H -0.937 -3.222 1.824
H 0.552 -2.226 1.446
H -0.735 -1.717 2.523
H -3.155 -3.806 -0.429
H -3.676 -3.047 1.011
H -4.273 -2.280 -0.632
H 2.688 3.062 -1.944
H 3.553 2.002 -0.901
H 4.234 3.641 -1.205
H 0.911 2.706 -0.883
H 0.676 3.429 0.814


# 4
21
Properties=species:S:1:pos:R:3 method="wB97M-V/def2-TZVPD" homo_lumo_gap_ev="6.51 / 7.31" spin_multiplicity=3 total_charge=0 energy_ev=-11899.381 de_lowest_kj_mol=238.0
C -0.951 1.104 0.624
C -1.480 -1.304 0.179
C -1.776 0.139 0.049
C 0.878 -0.017 1.309
C 1.843 -1.052 0.492
C 0.950 -1.467 -0.628
C 1.244 1.917 -0.220
N 0.429 0.960 0.564
N -0.353 -1.865 0.018
N -3.098 0.316 -0.284
H -1.277 2.115 0.624
H 2.902 -0.685 0.081
H 2.108 -1.755 1.296
H 0.626 -0.644 -1.138
H 1.358 -2.344 -1.167
H 2.338 1.687 -0.289
H 0.905 1.994 -1.254
H 1.109 2.923 0.154
H -0.426 -2.866 0.236
H -3.587 1.248 -0.403
H -3.742 -0.404 -0.241


# 5
21
Properties=species:S:1:pos:R:3 method="wB97M-V/def2-TZVPD" homo_lumo_gap_ev="6.19 / 7.19" spin_multiplicity=3 total_charge=0 energy_ev=-11901.848 de_lowest_kj_mol=0.0
C -2.223 -1.458 0.027
C -0.951 -1.398 -0.481
C -2.547 -0.295 0.667
C -0.475 -0.047 -0.142
C 2.813 0.551 -1.150
C -1.503 2.018 0.580
C 2.123 -1.108 0.446
N 0.640 0.677 -0.584
N -1.481 0.579 0.477
N 1.831 0.140 -0.416
H -2.918 -2.271 -0.161
H -0.365 -2.114 -1.015
H -3.488 0.067 0.969
H 2.604 1.472 -1.843
H 3.875 0.260 -1.126
H -1.278 2.393 1.605
H -0.701 2.366 -0.186
H -2.560 2.434 0.528
H 1.847 -0.975 1.430
H 3.223 -1.264 0.322
H 1.534 -2.025 0.052


# 6
22
Properties=species:S:1:pos:R:3 method="wB97M-V/def2-TZVPD" homo_lumo_gap_ev=9.08 total_charge=0 smiles="CC(C)c1[nH]cnc1C(N)=O" energy_ev=-13954.430 de_lowest_kj_mol=110.1
C -0.937 2.263 -0.192
C -1.416 0.179 -0.009
C 0.060 0.263 -0.066
C -2.343 -1.040 0.148
C 2.214 -0.404 1.253
C 1.943 -0.538 -1.286
C 1.203 -0.662 0.041
N -1.958 1.414 -0.112
N 0.316 1.581 -0.144
N -3.630 -0.649 0.071
O -2.048 -2.188 0.363
H -1.096 3.311 -0.207
H 2.776 0.577 1.101
H 2.879 -1.347 1.296
H 1.769 -0.462 2.152
H 2.234 0.563 -1.603
H 1.217 -0.917 -2.076
H 2.674 -1.256 -1.247
H 0.984 -1.727 0.366
H 1.274 1.945 0.051
H -3.657 0.290 0.143
H -4.457 -1.196 -0.042